(1)
ORCA calculation (ωB97M-V/def2-TZVPD) on a gas-phase ion, C5H11N2 (charge +1).

HOMO-LUMO gap ... 11.628 eV
SMILES string ... CNC(=[NH2+])C1CC1
Charge ... +1

Positions of all 18 atoms, in Å:
C -0.323928 -0.398208 -0.071779
C 2.237265 0.474010 -0.571899
C 2.216396 0.107510 0.811103
C 1.286485 -0.657317 -0.151217
C -2.429528 0.754910 0.041348
N -0.945160 0.780452 -0.102164
N -1.104016 -1.500528 0.006103
H 1.854306 1.380682 -0.945814
H 3.023841 0.059902 -1.245451
H 3.062595 -0.423236 1.219744
H 1.756658 0.916668 1.478149
H 1.588776 -1.719150 -0.370999
H -2.867656 0.046568 0.735735
H -2.909164 1.745236 0.372089
H -2.870021 0.600456 -0.956374
H -0.611225 1.714984 0.003612
H -0.871782 -2.483072 -0.235788
H -2.093848 -1.399870 -0.016396

Atoms 1-6, force components in eV/Å:
2.5634 -1.3941 -0.3213
0.8604 -2.0237 -2.6356
-1.0633 1.2996 1.9860
-2.2702 0.5852 0.5130
-1.4199 2.0951 -0.7606
-1.9148 -1.4817 1.0672



(2)
ORCA calculation (ωB97M-V/def2-TZVPD) on 2 unconnected molecules or ions with the total composition C6H6.

HOMO-LUMO gap (spin up / spin down) ... 9.130 / 7.145 eV
Charge ... 0

Positions of all 12 atoms, in Å:
C -0.311753 1.336604 -0.794566
C 0.429561 0.462390 0.202454
C -0.415570 -0.529992 0.854039
C -1.237105 -1.198222 1.452955
C 1.045609 -0.786777 -0.326128
C 2.064602 -0.825254 -1.098043
H -0.884280 0.736758 -1.510451
H -0.991941 1.974699 -0.228307
H 0.416480 1.942026 -1.333455
H 1.072213 0.966851 0.941690
H -2.067853 -1.049742 2.115280
H 0.450066 -2.970432 -0.000564

Atoms 1-6, force components in eV/Å:
0.1260 0.1132 0.1827
-0.3319 -1.0753 0.3534
-0.8126 0.9686 0.8178
-0.3473 0.8149 0.3169
1.4166 0.5620 -1.0206
-0.1252 -0.9471 0.0502



Q: Which calculated total energy values were calculated for the entries above? A: -8335.9184, -6307.6642, in eV.